# 1
{
  "formula": "C15H70BNO31",
  "method": "ωB97M-V/def2-TZVPD",
  "species": ["C", "C", "C", "C", "N", "C", "C", "C", "C", "C", "C", "C", "H", "H", "H", "H", "H", "H", "H", "H", "H", "H", "H", "H", "H", "H", "H", "H", "H", "H", "H", "H", "H", "H", "H", "H", "O", "C", "O", "B", "O", "C", "O", "O", "C", "O", "C", "O", "O", "O", "H", "H", "O", "H", "H", "O", "H", "H", "O", "H", "H", "O", "H", "H", "O", "H", "H", "O", "H", "H", "O", "H", "H", "O", "H", "H", "O", "H", "H", "O", "H", "H", "O", "H", "H", "O", "H", "H", "O", "H", "H", "O", "H", "H", "O", "H", "H", "O", "H", "H", "O", "H", "H", "O", "H", "H", "O", "H", "H", "O", "H", "H", "O", "H", "H", "O", "H", "H"],
  "coordinates": [[1.318, 0.372, 4.367], [0.099, 1.184, 3.730], [-0.211, 0.698, 2.316], [1.083, 0.718, 1.416], [0.855, 0.321, -0.060], [2.126, 0.043, -0.754], [2.193, 0.722, -2.053], [1.288, 1.992, -1.906], [0.365, 1.628, -0.717], [-0.043, -0.853, -0.300], [-0.226, -1.416, -1.759], [-1.509, -2.247, -1.921], [1.275, 0.391, 5.494], [2.281, 0.541, 3.962], [1.226, -0.814, 4.347], [0.213, 2.082, 3.405], [-0.719, 0.828, 4.371], [-0.734, 1.467, 1.960], [-0.675, -0.320, 2.366], [1.723, -0.130, 1.829], [1.667, 1.658, 1.664], [2.304, -0.919, -0.441], [3.093, 0.557, -0.252], [1.762, 0.202, -2.986], [3.245, 0.964, -2.477], [1.013, 2.190, -2.819], [1.856, 2.974, -1.546], [-0.558, 1.259, -1.010], [0.113, 2.482, -0.007], [-0.950, -0.535, 0.088], [0.159, -1.809, 0.494], [0.658, -2.028, -1.631], [-0.025, -0.765, -2.509], [-1.801, -2.676, -2.709], [-2.325, -1.574, -1.722], [-1.401, -2.927, -1.056], [-4.722, 2.156, -5.617], [-5.033, 1.479, -4.588], [-4.258, 1.086, -3.728], [-4.972, 1.202, -2.470], [-6.335, 1.383, -2.809], [-6.359, 1.737, -3.996], [-7.341, 2.012, -4.709], [-4.450, 2.353, -1.682], [-4.004, 1.955, -0.551], [-3.445, 2.721, 0.190], [-4.155, 0.537, -0.424], [-4.601, 0.052, -1.484], [-3.638, -0.172, 0.420], [4.447, -0.458, 2.691], [3.722, -0.958, 2.136], [4.273, 0.493, 2.420], [-3.312, 2.145, 3.158], [-3.144, 1.102, 3.110], [-3.450, 2.422, 2.179], [-1.160, -3.400, 2.695], [-1.912, -3.552, 3.253], [-1.008, -4.114, 1.944], [3.384, -2.884, -3.119], [2.496, -3.160, -3.730], [3.625, -1.896, -3.210], [-1.654, 3.442, 4.778], [-2.302, 3.034, 4.157], [-1.864, 4.250, 4.311], [-0.520, -4.617, 1.270], [0.175, -5.164, 1.199], [-0.994, -5.289, 1.914], [2.621, -2.344, 1.432], [2.746, -2.738, 2.222], [3.171, -2.982, 0.784], [4.178, -2.980, -0.322], [4.148, -3.426, -1.090], [4.984, -2.487, -0.361], [-3.056, -4.400, -0.085], [-3.453, -3.642, 0.448], [-3.673, -5.175, -0.453], [1.184, 5.079, -4.271], [1.249, 5.981, -4.456], [0.314, 4.891, -3.813], [4.857, -1.100, 5.495], [4.523, -2.117, 5.360], [4.847, -0.769, 4.630], [-0.555, -4.768, -1.827], [-1.099, -4.639, -1.022], [0.045, -5.523, -1.596], [-0.601, -0.799, 7.292], [-0.327, -0.014, 7.454], [0.030, -1.471, 7.580], [0.734, -3.173, -4.168], [0.490, -3.671, -3.342], [-0.018, -2.910, -4.652], [-2.359, -1.959, 5.279], [-1.670, -1.198, 5.647], [-2.454, -1.925, 4.198], [1.335, -0.095, -6.516], [2.049, -0.172, -5.932], [1.755, -0.188, -7.378], [4.243, 2.211, 1.501], [4.092, 3.153, 1.794], [4.931, 2.364, 0.919], [-3.550, -0.618, 3.162], [-3.633, -0.445, 2.203], [-4.444, -0.540, 3.411], [5.554, 2.166, -3.163], [5.878, 3.075, -3.208], [4.954, 2.088, -3.782], [-2.580, -4.378, -3.953], [-3.495, -3.972, -3.806], [-2.239, -4.284, -3.128], [3.198, 5.502, -1.327], [3.003, 5.440, -0.404], [4.246, 5.247, -1.380], [0.323, 4.678, 1.109], [0.563, 5.601, 1.500], [-0.595, 4.899, 0.799], [-1.203, 4.229, -3.082], [-2.086, 4.565, -2.823], [-1.386, 3.570, -3.762]],
  "lowdin_charge": [-0.070, -0.189, -0.174, -0.080, -0.173, -0.158, -0.165, -0.086, -0.047, -0.096, -0.159, -0.048, 0.064, 0.016, 0.117, 0.030, 0.111, 0.052, 0.130, 0.104, 0.149, 0.073, 0.178, 0.120, 0.127, 0.039, 0.154, 0.093, 0.135, 0.072, 0.206, 0.090, 0.064, -0.030, 0.085, 0.062, 0.102, -0.422, 0.304, -0.775, 0.331, -0.436, 0.132, 0.278, -0.434, 0.144, -0.453, 0.271, 0.112, -0.129, 0.046, 0.019, -0.133, 0.069, 0.060, -0.128, -0.013, -0.299, -0.179, 0.107, 0.060, -0.095, -0.024, 0.015, 0.149, 0.063, 0.232, -0.086, -0.020, 0.063, 0.038, -0.017, 0.086, -0.127, 0.092, 0.135, -0.074, -0.010, 0.008, -0.111, 0.120, -0.075, -0.076, 0.008, 0.090, 0.037, -0.066, 0.080, -0.047, 0.047, 0.038, -0.223, 0.075, 0.054, -0.030, -0.015, 0.044, -0.030, 0.098, 0.009, -0.046, 0.018, 0.050, 0.008, 0.056, -0.064, -0.036, 0.099, -0.094, -0.105, -0.017, 0.120, -0.115, 0.092, 0.058, -0.051, 0.078, 0.063],
  "mol_weight_g_mol": 771.513,
  "lumo_ev": -0.873,
  "homo_energy_ha": -0.351,
  "homo_lumo_gap_ha": 0.31905,
  "de_lowest_kj_mol": 404.2
}

---

# 2
{
  "formula": "C33H28N4Sb2Se4Ti",
  "method": "ωB97M-V/def2-TZVPD",
  "species": ["Ti", "C", "C", "C", "C", "C", "C", "N", "Sb", "C", "C", "C", "C", "C", "C", "N", "C", "C", "C", "C", "C", "C", "N", "H", "H", "H", "H", "H", "H", "H", "H", "H", "H", "H", "H", "H", "H", "H", "H", "H", "H", "C", "C", "C", "C", "C", "C", "C", "C", "C", "C", "C", "C", "C", "C", "C", "N", "H", "H", "H", "H", "H", "H", "H", "H", "H", "H", "Se", "Sb", "Se", "Se", "Se"],
  "coordinates": [[0.030, -0.254, 0.347], [-2.945, -1.081, -1.869], [-1.664, -1.861, -1.934], [-1.387, -2.650, -3.038], [-0.172, -3.310, -3.123], [0.694, -3.253, -2.043], [0.318, -2.524, -0.924], [-0.817, -1.790, -0.891], [1.606, -2.955, 0.865], [-0.079, -2.563, 2.138], [-0.397, -3.444, 3.160], [-1.614, -3.319, 3.807], [-2.484, -2.335, 3.368], [-2.101, -1.461, 2.363], [-3.050, -0.392, 1.907], [-0.889, -1.550, 1.778], [2.838, -1.420, 1.871], [4.193, -1.689, 1.803], [5.077, -0.655, 2.065], [4.553, 0.582, 2.382], [3.175, 0.771, 2.442], [2.650, 2.162, 2.626], [2.315, -0.241, 2.217], [-3.277, -0.827, -2.875], [-2.825, -0.154, -1.313], [-3.725, -1.677, -1.387], [-2.099, -2.683, -3.852], [0.113, -3.853, -4.014], [1.666, -3.726, -2.088], [0.307, -4.221, 3.426], [-1.895, -3.985, 4.613], [-3.471, -2.234, 3.800], [-4.080, -0.725, 2.038], [-2.895, -0.147, 0.859], [-2.902, 0.517, 2.492], [4.541, -2.657, 1.468], [6.140, -0.790, 1.934], [5.206, 1.435, 2.510], [3.477, 2.861, 2.747], [1.983, 2.244, 3.481], [2.089, 2.440, 1.733], [-1.142, 2.206, 3.757], [-1.917, 3.167, 3.115], [-1.980, 3.187, 1.736], [-1.260, 2.250, 0.981], [-0.454, 1.283, 1.607], [-0.437, 1.279, 3.007], [-1.300, 2.226, -0.488], [-1.891, 3.286, -1.206], [-1.822, 3.319, -2.561], [-1.141, 2.295, -3.241], [-0.973, 2.348, -4.639], [-0.267, 1.381, -5.294], [0.255, 0.303, -4.565], [0.057, 0.209, -3.212], [-0.607, 1.216, -2.484], [-0.719, 1.183, -1.101], [-1.102, 2.180, 4.840], [-2.481, 3.891, 3.691], [-2.606, 3.929, 1.255], [0.150, 0.531, 3.531], [-2.367, 4.093, -0.669], [-2.261, 4.133, -3.126], [-1.389, 3.197, -5.169], [-0.091, 1.454, -6.359], [0.859, -0.448, -5.058], [0.484, -0.640, -2.714], [3.160, -1.902, -3.964], [3.706, 0.001, -2.532], [1.964, 0.061, -0.695], [3.468, 2.063, -3.813], [5.897, -0.268, -1.521]],
  "lowdin_spin": [0.863, 0.002, 0.011, 0.001, 0.012, 0.003, 0.022, 0.005, 0.010, 0.012, -0.002, 0.014, -0.003, 0.012, 0.002, 0.002, 0.015, 0.001, 0.001, 0.000, 0.002, 0.000, 0.008, 0.000, 0.000, 0.001, 0.000, 0.001, 0.000, 0.000, 0.001, 0.000, 0.000, 0.000, 0.001, 0.000, 0.000, 0.000, 0.000, 0.000, 0.000, 0.003, 0.003, 0.002, 0.005, 0.007, 0.005, 0.011, -0.001, 0.009, 0.000, 0.001, -0.001, 0.002, -0.002, 0.004, 0.000, 0.000, 0.000, 0.000, 0.000, 0.000, 0.001, 0.000, 0.000, 0.000, 0.000, -0.003, -0.001, -0.029, -0.007, -0.005],
  "mol_weight_g_mol": 1087.842,
  "s_squared": 0.76,
  "lumo_ev": [1.706, 1.502],
  "homo_energy_ha": [-0.124, -0.125],
  "total_charge": -1,
  "homo_lumo_gap_ha": [0.18717, 0.17976],
  "spin_multiplicity": 2,
  "de_lowest_kj_mol": 137.3
}

---

# 3
{
  "formula": "C2H4NO2P",
  "method": "ωB97M-V/def2-TZVPD",
  "species": ["C", "C", "N", "O", "O", "P", "H", "H", "H", "H"],
  "coordinates": [[-0.773, -0.595, 0.170], [-0.769, 0.880, -0.224], [1.618, -0.691, -0.327], [0.395, -1.277, -0.452], [1.772, -0.070, 0.986], [1.676, 1.069, -0.214], [-0.567, -0.739, 1.207], [-1.530, -1.280, -0.128], [-0.728, 0.980, -1.246], [-1.093, 1.723, 0.227]],
  "lowdin_charge": [-0.205, -0.083, -0.306, -0.200, -0.414, 1.005, 0.091, 0.109, 0.002, 0.002],
  "mol_weight_g_mol": 105.033,
  "lumo_ev": 0.037,
  "homo_energy_ha": -0.326,
  "homo_lumo_gap_ha": 0.32745,
  "de_lowest_kj_mol": 600.1
}

---

# 4
{
  "formula": "C11H20N2OS",
  "method": "ωB97M-V/def2-TZVPD",
  "species": ["C", "C", "C", "C", "C", "C", "C", "C", "N", "C", "N", "C", "O", "C", "S", "H", "H", "H", "H", "H", "H", "H", "H", "H", "H", "H", "H", "H", "H", "H", "H", "H", "H", "H", "H"],
  "coordinates": [[-5.833, -1.890, -1.242], [-4.807, -1.469, -0.197], [-5.038, -0.033, 0.272], [-4.000, 0.451, 1.295], [-2.901, 1.337, 0.704], [-2.005, 0.616, -0.300], [-0.862, 1.493, -0.812], [0.257, 1.682, 0.218], [0.843, 0.420, 0.553], [2.016, 0.128, 0.246], [2.578, -1.090, 0.546], [3.872, -1.355, 0.210], [4.440, -2.390, 0.439], [4.489, -0.163, -0.492], [3.239, 1.141, -0.601], [-6.841, -1.816, -0.839], [-5.664, -2.918, -1.554], [-5.769, -1.250, -2.119], [-4.873, -2.139, 0.664], [-3.804, -1.568, -0.615], [-6.035, 0.020, 0.715], [-5.036, 0.634, -0.592], [-4.507, 1.029, 2.071], [-3.541, -0.412, 1.781], [-3.361, 2.202, 0.220], [-2.289, 1.708, 1.529], [-2.607, 0.305, -1.156], [-1.580, -0.275, 0.164], [-0.426, 1.034, -1.702], [-1.243, 2.476, -1.091], [1.013, 2.375, -0.183], [-0.152, 2.101, 1.140], [2.016, -1.779, 1.027], [5.352, 0.200, 0.068], [4.817, -0.442, -1.494]],
  "lowdin_charge": [-0.118, -0.280, -0.227, -0.212, -0.218, -0.222, -0.188, -0.257, 0.042, -0.622, 0.113, -0.534, 0.089, -0.360, 0.966, 0.070, 0.066, 0.070, 0.109, 0.094, 0.108, 0.110, 0.104, 0.110, 0.115, 0.102, 0.104, 0.107, 0.111, 0.112, 0.078, 0.110, 0.169, 0.089, 0.089],
  "mol_weight_g_mol": 228.361,
  "lumo_ev": 0.555,
  "homo_energy_ha": -0.341,
  "homo_lumo_gap_ha": 0.36187,
  "de_lowest_kj_mol": 8.5
}